No. 1
A 2-piece molecular cluster, C4H14N2O2 overall at a distorted geometry, computed with the ωB97M-V functional and the def2-TZVPD basis.

Last column: Mulliken charge in e.
Atoms and positions in Å:
C 0.37 -0.36 -1.03  -0.891
C -0.52 0.60 -1.97  -0.281
C -2.05 0.30 -1.93  -0.471
O -2.58 -1.03 -1.87  -0.540
N 0.89 0.25 0.18  -0.227
C -0.20 0.56 1.20  -0.363
N 0.01 -0.21 2.41  -0.679
H 1.21 -0.57 -1.79  0.281
H -0.04 -1.30 -0.88  0.403
H -0.22 1.66 -1.72  0.244
H -0.36 0.30 -3.09  0.306
H -2.43 0.79 -0.96  0.204
H -2.61 0.55 -2.85  0.348
H -2.40 -1.51 -0.99  0.308
H 1.49 1.09 0.05  0.359
H -1.27 0.37 1.01  0.194
H -0.33 1.70 1.46  0.286
H 0.83 0.16 2.97  0.276
H 0.41 -1.06 2.11  0.272
H 2.90 0.49 1.81  0.326
H 3.29 -0.88 2.07  0.328
O 3.54 -0.05 2.49  -0.680

For the LUMO energy, the calculation gives 0.581 eV. The energy relative to the best compared isomer or geometry (same formula, charge and spin) is 295.78 kJ/mol. As for the net charge: 0. As for the SMILES: NCNCCCO.O. The HOMO-LUMO gap is 10.0 eV.

---

No. 2
A 3-piece molecular cluster, C4H14N2O2 overall at a distorted geometry, computed with the ωB97M-V functional and the def2-TZVPD basis.

Last column: Mulliken charge in e.
Atoms and positions in Å:
C 0.73 -1.24 -1.43  -0.620
C 1.49 -0.22 -0.35  -0.785
C 0.70 1.07 -0.02  0.783
C 0.00 1.15 1.14  -0.836
N -1.19 1.99 1.15  -0.542
N 0.76 2.06 -0.90  -0.453
H 1.55 -1.61 -2.09  0.333
H -0.02 -0.74 -2.10  0.187
H 0.27 -2.08 -0.77  0.085
H 2.51 0.00 -0.78  0.371
H 1.68 -0.67 0.61  0.341
H 0.26 0.38 1.81  0.382
H -1.55 2.19 2.17  0.251
H -0.86 2.96 0.80  0.235
H 1.11 1.96 -1.83  0.210
H 0.30 2.94 -0.90  0.085
H -0.85 -2.54 0.95  0.306
H -0.15 -2.59 2.33  0.301
O -0.17 -2.89 1.39  -0.621
H -1.95 -0.27 0.24  0.370
H -2.27 -0.80 -1.18  0.298
O -2.34 -1.06 -0.25  -0.681

For the LUMO energy, the calculation gives 0.704 eV. The energy relative to the best compared isomer or geometry (same formula, charge and spin) is 225.60 kJ/mol. As for the net charge: 0. As for the SMILES: CC/C(N)=C/N.O.O. The HOMO-LUMO gap is 7.9 eV.

---

No. 3
A 2-piece molecular cluster, C4H14N2O2 overall at a distorted geometry, computed with the ωB97M-V functional and the def2-TZVPD basis.

Last column: Mulliken charge in e.
Atoms and positions in Å:
C 0.57 -0.68 0.25  -0.768
C 0.48 0.07 -1.08  -0.039
C 1.46 -0.41 -2.22  -0.402
O 2.37 -1.47 -1.93  -0.529
N -0.66 -1.33 0.69  -0.350
C -1.43 -0.61 1.69  -0.618
N -1.91 0.73 1.26  -0.562
H 0.95 -0.05 1.06  0.295
H 1.34 -1.44 0.31  0.514
H -0.52 -0.15 -1.47  0.262
H 0.66 1.13 -1.03  -0.248
H 0.92 -0.74 -3.11  0.230
H 2.12 0.43 -2.47  0.306
H 1.96 -2.04 -1.26  0.333
H -1.27 -1.50 -0.09  0.254
H -0.81 -0.45 2.56  0.404
H -2.27 -1.24 1.86  0.418
H -2.91 0.74 1.09  0.209
H -1.76 1.37 2.02  0.243
H 0.55 2.91 0.01  0.335
H -0.13 1.94 0.93  0.397
O 0.29 2.81 0.92  -0.685

For the LUMO energy, the calculation gives 0.804 eV. The energy relative to the best compared isomer or geometry (same formula, charge and spin) is 153.77 kJ/mol. As for the net charge: 0. As for the SMILES: NCNCCCO.O. The HOMO-LUMO gap is 10.1 eV.

---

The records above yield HOMO values of -0.3452 -0.2647 -0.3433 Ha, respectively.